Entry 1:
ORCA calculation (the ωB97M-V functional and the def2-TZVPD basis) on a 2-piece molecular cluster, C3H11N2OPS overall in a non-equilibrium geometry.

Results
max |F|: 5.74 eV Å⁻¹
2S+1: 1
highest occupied orbital energy (spin up / spin down): -0.282 / -0.283 Eh
E_tot: -28438.03809 eV
HOMO-LUMO gap (spin up / spin down): 6.66 / 7.95 eV

Atoms and positions in Å:
S: -1.064626 -4.645012 0.953952
P: -1.244579 -2.836491 0.320465
O: -0.042866 1.076825 -0.409896
N: -0.757990 -1.766548 1.604017
N: -0.874985 -2.011973 2.878039
C: 0.771575 3.281421 -1.043152
C: 0.808605 2.245928 -0.006759
C: -0.131475 -2.111178 -1.001219
H: -0.724741 -0.749008 1.281330
H: -0.687929 1.308446 -1.081274
H: 0.920973 -2.096576 -0.448649
H: 0.741011 2.637882 -2.058300
H: 0.447728 2.559072 1.007645
H: 1.825713 1.834786 0.006400
H: -0.239986 3.883648 -0.956147
H: -0.934936 -2.971008 3.081407
H: -0.193197 -2.673562 -1.903847
H: 1.476429 4.023995 -1.094863
H: -0.094725 -0.990646 -1.129148

Forces on atoms 1 to 2 (eV/Å):
0.2 -0.5 -0.2
0.0 1.4 -0.2

natural (NBO) atomic charge list, values in e, 5 entries:
1 S -0.54
2 P 0.94
3 O -0.77
4 N -0.57
5 N -0.37



Entry 2:
ORCA calculation (the ωB97M-V functional and the def2-TZVPD basis) on an isolated molecule of C10H16BNS in a non-equilibrium geometry.

Results
max |F|: 6.38 eV Å⁻¹
2S+1: 1
highest occupied orbital energy: -0.290 Eh
E_tot: -23629.89923 eV
HOMO-LUMO gap: 8.53 eV

Atoms and positions in Å:
S: 1.846292 1.381246 -0.007360
N: 1.913818 -1.540153 -0.306545
C: -0.565339 -0.360807 -0.360895
C: -1.464384 -0.406100 -1.433867
C: -2.601977 -0.275687 1.070027
C: 0.513354 2.673511 -0.251719
C: 1.188569 -2.671536 0.205258
C: -1.247288 -0.244685 0.880068
C: 0.228198 3.495191 0.954159
C: 3.358913 -1.731820 -0.299086
C: -3.438062 -0.388332 -0.055084
C: -2.829393 -0.504698 -1.280996
B: 0.960335 -0.074739 -0.242426
H: 1.662725 -3.559119 -0.235962
H: -0.404607 2.253720 -0.472859
H: 0.835903 3.286714 -1.034698
H: 1.130153 3.574908 1.630296
H: -4.487031 -0.286762 0.095488
H: 3.856873 -1.083655 -1.003631
H: -0.240222 4.413445 0.585049
H: -3.034618 0.110062 2.018371
H: 0.225473 -2.693823 -0.238570
H: 3.767038 -1.887330 0.744966
H: -3.465387 -0.735344 -2.224637
H: -0.951444 -0.512117 -2.325120
H: -0.640499 3.014235 1.481346
H: 3.397480 -2.645638 -1.013619
H: -0.579770 0.020968 1.744535
H: 1.064902 -2.621646 1.377509

Forces on atoms 1 to 2 (eV/Å):
-0.4 1.6 0.0
-2.7 4.6 0.3

natural (NBO) atomic charge list, values in e, 5 entries:
1 S 0.08
2 N -0.64
3 C -0.39
4 C -0.19
5 C -0.21



Entry 3:
ORCA calculation (the ωB97M-V functional and the def2-TZVPD basis) on a 2-piece molecular cluster, C8H17BrClN2O overall in a non-equilibrium geometry.

Results
max |F|: 5.56 eV Å⁻¹
2S+1: 1
highest occupied orbital energy: -0.413 Eh
E_tot: -96154.40710 eV
HOMO-LUMO gap: 5.83 eV
total charge: +1

Atoms and positions in Å:
Br: -3.481230 1.833155 0.348612
Cl: -3.488353 -2.480069 -0.230807
O: 1.889736 1.008110 -0.703684
N: -1.922522 -0.774120 -1.679812
N: -0.387643 0.031639 -0.172238
C: 1.102854 1.870081 0.188154
C: -2.276745 -1.321344 -0.503541
C: -0.460601 -2.181848 0.986751
C: -0.998250 0.395876 -1.451452
C: 3.016870 1.555158 -1.287331
C: -1.294817 -0.904282 0.484705
C: -0.118817 1.137257 0.742673
C: 0.674747 -1.865502 1.901427
H: -1.749426 -0.510778 1.523026
H: 0.442146 -1.374273 2.864140
H: -2.632896 -0.534423 -2.416836
H: 2.836108 2.319162 -1.990445
H: 1.337615 -1.187620 1.249110
H: 0.070187 0.848785 1.831113
H: 3.946125 1.887189 -0.638298
H: 0.666338 2.774854 -0.365102
H: -1.670029 1.259865 -1.297443
H: -0.296003 0.430781 -2.340747
H: -0.954185 1.869080 0.651776
H: -0.096300 -2.691431 0.085293
H: 1.917734 2.070752 0.927745
H: 0.503706 -0.422853 -0.496551
H: 1.138338 -2.798091 2.091357
H: 3.393056 0.705745 -1.829802
H: -1.107757 -2.950854 1.528216

Forces on atoms 1 to 2 (eV/Å):
0.4 -0.6 -0.3
1.0 1.2 -0.4

natural (NBO) atomic charge list, values in e, 5 entries:
1 Br -0.82
2 Cl 0.26
3 O -0.59
4 N -0.51
5 N -0.41



Entry 4:
ORCA calculation (the ωB97M-V functional and the def2-TZVPD basis) on C4H4O5Yb as an isolated structure in a non-equilibrium geometry.

Results
max |F|: 3.77 eV Å⁻¹
2S+1: 1
highest occupied orbital energy: -0.277 Eh
E_tot: -45977.87525 eV
HOMO-LUMO gap: 5.95 eV

Atoms and positions in Å:
Yb: 0.440465 0.212100 -2.999237
O: -0.503844 -0.536865 -1.014944
O: -1.216266 1.291965 0.499377
O: 0.684736 0.070430 0.842963
O: 2.487133 -0.965096 -3.781379
O: 0.679440 1.338677 -1.037807
C: 3.460736 -1.444742 -4.107795
C: -1.514494 0.466889 1.584919
C: -0.212958 -0.311796 1.872295
C: -0.027090 0.495763 -0.291676
H: -0.386003 -1.398004 1.828869
H: -2.306297 -0.259151 1.316052
H: -1.822995 1.072330 2.453485
H: 0.237432 -0.032506 2.834874

Forces on atoms 1 to 2 (eV/Å):
-1.0 0.4 3.6
-0.3 -0.1 -1.3

natural (NBO) atomic charge list, values in e, 5 entries:
1 Yb 1.71
2 O -1.00
3 O -0.61
4 O -0.55
5 O -0.63



Entry 5:
ORCA calculation (the ωB97M-V functional and the def2-TZVPD basis) on a 7-piece molecular cluster, C31H66BBr2Cl2N13O12 overall in a non-equilibrium geometry.

Results
max |F|: 4.63 eV Å⁻¹
2S+1: 1
highest occupied orbital energy: -0.290 Eh
E_tot: -242959.23030 eV
HOMO-LUMO gap: 8.04 eV

Atoms and positions in Å:
Br: 0.859778 -3.916584 -4.501703
Br: -0.878195 -3.104612 -1.043701
Cl: 3.537981 2.056872 -3.485029
Cl: 4.593150 -0.093614 -2.023162
O: -11.628290 7.216625 -1.008858
O: 4.038754 -5.438520 0.998445
O: 3.446694 -2.684092 -0.647663
O: -6.851088 7.002863 -2.541364
O: -2.325813 -2.084659 4.795495
O: 3.066135 1.340582 0.326181
O: 7.686238 4.438406 1.622991
O: -2.054057 1.482903 -0.916289
O: -3.513598 4.883374 -0.904709
O: 4.236151 1.729021 0.912552
O: -6.651445 -3.731164 -1.705060
O: 0.708835 -0.260218 -0.894213
N: -3.722093 3.459420 -2.652240
N: -12.615065 9.242793 -0.810721
N: -4.691145 5.525361 -2.729033
N: -3.565028 -1.956794 6.684209
N: -13.582477 7.396081 0.116247
N: 1.290897 -4.173205 1.183721
N: -1.628569 -0.761417 6.492711
N: 6.015469 5.917243 1.997450
N: -4.880833 -3.512199 -0.313866
N: -4.630423 -3.172497 -2.554016
N: 7.210980 5.996718 0.053252
N: -8.856525 7.396276 -1.567683
N: -8.204082 5.261460 -2.028465
C: 1.263800 -4.308967 -2.541524
C: 3.833669 -5.268643 -0.423854
C: 7.020971 -0.082434 1.311987
C: -12.549267 7.907323 -0.594447
C: 1.043360 -2.971167 -1.718334
C: -3.948671 4.640037 -2.024424
C: -2.495361 -1.630755 5.917224
C: 2.073385 -2.437696 -0.644706
C: -7.903465 6.582243 -2.075501
C: 1.052138 0.865146 -3.793986
C: 2.785885 -0.276993 -2.108184
C: 5.736497 -3.560482 -0.614148
C: 4.158449 -3.810970 -0.998630
C: 5.581802 -1.444727 3.068701
C: 6.399788 -0.174597 2.737331
C: 2.132903 1.143306 -2.646343
C: -2.598028 -0.490122 0.738844
C: 7.860514 1.254677 0.986118
C: 1.575651 -2.737114 0.890780
C: 5.944767 -2.491341 0.541941
C: 0.258576 -5.546952 -2.242023
C: 7.014994 5.388486 1.249111
C: 2.047320 -0.776725 -0.728296
C: 5.020315 -6.455701 1.298277
C: 0.111505 0.397070 0.218111
C: 6.813595 -1.209505 0.236481
C: 5.369614 -2.563589 1.979178
C: -5.466496 -3.488044 -1.535856
C: 4.402116 -7.965621 1.155484
C: -2.124777 -1.072755 2.162415
C: 2.882003 -0.094658 0.461824
B: -1.524216 0.469103 -0.007322
H: 4.997450 -8.461786 0.315502
H: -2.995149 -1.223319 2.902554
H: 4.621037 2.431342 0.330135
H: 0.159164 -5.829028 -1.146619
H: -3.172777 2.776682 -2.155498
H: -3.722460 -1.595277 7.607208
H: 5.839004 5.492324 2.893282
H: 2.403393 -0.236778 1.509889
H: -2.957238 -1.368394 0.093655
H: 2.601165 -1.012329 -2.985609
H: 5.270229 -6.333251 2.422373
H: -5.466628 -3.742699 0.472036
H: 0.655417 -2.132199 1.184830
H: 0.269032 -0.028147 1.261004
H: -1.749405 -0.377194 7.412056
H: -13.361298 9.826770 -0.479707
H: -5.055662 5.343919 -3.645766
H: 6.014893 -6.345478 0.746813
H: 6.498945 0.617624 3.549697
H: -1.642115 -2.116691 2.045303
H: -1.359568 -0.418745 2.708944
H: 1.794006 1.831692 -1.807958
H: 0.883678 -2.161459 -2.531809
H: 0.472655 1.501839 0.255753
H: 7.945065 5.632280 -0.531955
H: -4.067259 3.236535 -3.567714
H: -13.569096 6.405480 0.297750
H: 2.811210 -5.703397 -0.760616
H: 5.086477 -1.588778 4.094614
H: -3.539016 0.151033 0.944501
H: -0.751096 -5.444446 -2.793190
H: 4.193724 -3.935967 -2.156175
H: -11.864218 9.660298 -1.336340
H: 8.777493 1.334539 1.657345
H: -2.190116 2.292329 -0.351480
H: -8.670442 8.385273 -1.584497
H: 2.397658 -2.451906 1.657902
H: 3.282314 -7.879430 0.955017
H: -5.024806 -3.143157 -3.479958
H: -9.728315 7.068245 -1.180130
H: 3.944342 -0.536054 0.601654
H: 4.605507 -5.976427 -0.929437
H: -14.347093 7.944862 0.464992
H: -4.232093 -2.600749 6.291257
H: -7.519158 4.621361 -2.396401
H: -3.908757 -3.315164 -0.156765
H: 0.336064 0.064022 -3.401052
H: -3.653833 -2.969778 -2.432939
H: -4.881924 6.413886 -2.296066
H: 1.630802 0.373305 -4.669565
H: 2.294896 -4.763191 -2.608032
H: 5.452811 6.696734 1.708744
H: -0.820657 -0.494678 5.953895
H: -9.059739 4.896223 -1.651276
H: 4.550700 -8.494376 2.171519
H: 0.369258 -4.233338 1.636720
H: 0.544914 1.804158 -4.191913
H: 4.744636 -3.453069 2.310453
H: 1.227010 -4.762309 0.346994
H: 7.144067 2.126623 1.245237
H: 0.764005 -6.458200 -2.754741
H: 6.274178 -4.551896 -0.423250
H: 6.670880 6.777653 -0.272302
H: 8.082057 1.360384 -0.130864
H: 7.275992 -1.053276 -0.790968
H: 6.238071 -3.119262 -1.560801

Forces on atoms 1 to 2 (eV/Å):
0.4 0.0 0.9
0.9 0.6 -0.1

Mulliken atomic charge list, values in e, 5 entries:
1 Br -0.13
2 Br 0.00
3 Cl -0.22
4 Cl -0.10
5 O -0.72



Entry 6:
ORCA calculation (the ωB97M-V functional and the def2-TZVPD basis) on Cl2S2 as an isolated structure in a non-equilibrium geometry.

Results
max |F|: 1.06 eV Å⁻¹
2S+1: 1
highest occupied orbital energy: -0.294 Eh
E_tot: -46712.56954 eV
HOMO-LUMO gap: 5.88 eV

Atoms and positions in Å:
Cl: -1.411462 -0.876924 0.391205
Cl: -1.222422 0.936376 -0.421663
S: 1.405733 -0.843718 -0.467134
S: 1.392769 0.780549 0.499496

Forces on atoms 1 to 2 (eV/Å):
-0.6 0.3 -0.2
-1.0 -0.1 0.2

Charges obtained by natural (NBO) population analysis, quoted in units of e:
1 Cl 0.04
2 Cl 0.04
3 S -0.06
4 S -0.02